Computed, not measured: C21H28N2O4S2 as an isolated structure, with wB97M-V/def2-TZVPD.

The geometry in XYZ format:
```
57
Properties=species:S:1:pos:R:3:nbo_charge:R:1
C 1.785 -0.025 -5.183 -0.30
H 2.840 0.265 -5.249 0.21
O 1.269 0.201 -3.781 -0.55
C 1.926 -0.699 -2.972 0.30
C 2.965 -1.542 -3.395 -0.30
C 3.424 -2.630 -2.397 -0.17
C 3.071 -2.617 -1.070 -0.21
C 1.927 -1.402 -0.796 -0.09
C 1.420 -0.583 -1.772 -0.16
C 0.483 0.437 -1.250 -0.12
N -1.036 -0.282 -0.996 -0.48
C -1.241 -0.565 0.142 0.43
N -0.137 -0.344 1.214 -0.77
C -0.858 -0.916 2.501 0.75
O -1.965 -1.134 2.529 -0.57
C 0.260 -0.946 3.593 -0.49
H -0.183 -0.987 4.574 0.21
H 0.980 -1.701 3.448 0.24
C 0.831 0.583 3.742 -0.36
C 0.071 1.556 4.141 -0.31
C -0.993 2.164 3.010 -0.41
C -1.345 3.327 3.473 -0.42
H -1.927 4.009 2.756 0.21
H -1.917 3.340 4.427 0.21
C -0.154 4.296 3.710 -0.42
H -0.018 4.999 4.589 0.23
H 0.696 4.572 2.886 0.22
C 0.743 2.965 4.383 -0.40
H 1.193 2.967 5.390 0.21
H 1.919 2.865 3.890 0.18
H -1.972 1.478 3.099 0.22
H -0.556 2.194 2.002 0.23
H -0.459 1.392 5.081 0.21
H 1.502 0.760 2.650 0.22
H 1.843 0.396 4.352 0.22
S -2.946 -1.225 0.572 0.29
C -3.124 -0.893 -1.385 -0.32
C -2.974 -2.672 -1.832 -0.55
H -3.925 -2.700 -2.574 0.25
H -2.974 -3.384 -1.259 0.18
S -1.465 -2.508 -2.918 2.03
O -0.400 -3.132 -2.366 -0.92
O -1.818 -3.141 -4.377 -0.97
C -1.438 -0.629 -3.318 -0.63
H -2.425 -0.401 -4.132 0.27
C -1.916 -0.041 -1.767 -0.05
H -2.216 0.932 -1.854 0.20
H -0.473 -0.204 -3.488 0.28
H -4.170 -0.519 -1.484 0.24
H 0.745 0.777 -0.456 0.20
H 0.247 1.181 -2.062 0.22
H 1.574 -1.344 0.294 0.25
H 3.184 -2.981 -0.171 0.21
H 4.140 -3.378 -2.544 0.21
H 3.267 -1.873 -4.202 0.20
H 1.454 -1.134 -5.548 0.23
H 1.265 0.875 -5.848 0.21
```

Output
E_tot   -55050.38220 eV
Energy relative to the best compared isomer or geometry (same formula, charge and spin)   22.139 eV
Highest occupied orbital energy   -8.5 eV
Net charge   0
Max |F|   17.09 eV/Å
Frontier orbital gap   0.3221 Ha
Molar mass   436.60 g/mol
Multiplicity   1
Lowest unoccupied orbital energy   0.2 eV